(1)
DFT (wB97M-V/def2-TZVPD) results for a 2-piece molecular cluster, C3H11NS overall.

Cartesian coordinates (Å):
C1 4.290 -0.055 0.303
C2 3.081 0.834 0.605
N1 2.201 0.281 1.618
H1 4.792 0.385 -0.555
H2 3.987 -1.098 0.206
H3 4.934 -0.030 1.177
H4 2.541 1.022 -0.333
H5 3.369 1.817 1.005
H6 2.434 -0.515 2.176
H7 1.322 0.655 1.874
C3 -5.870 -0.368 -1.558
S1 -4.602 -1.748 -1.300
H8 -5.216 0.497 -1.492
H9 -6.713 -0.359 -0.879
H10 -6.307 -0.372 -2.561
H11 -4.242 -0.945 -0.287

Summary:
LUMO energy = 0.9 eV
HOMO-LUMO gap = 9.3879 eV
SMILES = CCN.CS

***

(2)
DFT (wB97M-V/def2-TZVPD) results for one molecule with the formula C5H14N2.

Cartesian coordinates (Å):
C1 1.803 -0.724 1.378
C2 0.761 0.354 1.550
N1 0.123 0.546 0.191
C3 -0.500 1.837 0.054
C4 -0.875 -0.536 -0.025
C5 -1.343 -0.622 -1.516
N2 -0.310 -1.094 -2.455
H1 1.455 -1.465 0.663
H2 2.358 -1.172 2.208
H3 2.715 -0.314 0.907
H4 0.036 0.088 2.321
H5 1.134 1.334 1.851
H6 -1.157 2.155 0.906
H7 0.264 2.605 0.031
H8 -1.167 1.880 -0.805
H9 -1.783 -0.406 0.578
H10 -0.395 -1.425 0.351
H11 -1.654 0.383 -1.836
H12 -2.199 -1.238 -1.722
H13 0.439 -0.419 -2.640
H14 0.295 -1.767 -1.990

Summary:
LUMO energy = 1.1 eV
HOMO-LUMO gap = 9.9024 eV
SMILES = CCN(C)CCN

***

(3)
DFT (wB97M-V/def2-TZVPD) results for one molecule with the formula C6H12.

Cartesian coordinates (Å):
C1 0.226 -1.668 -0.562
C2 -1.110 -0.971 -0.806
C3 -1.114 0.424 -0.186
C4 -0.799 0.635 1.267
C5 0.125 1.227 0.228
C6 1.665 0.948 0.164
H1 0.727 -2.019 -1.466
H2 0.869 -0.880 -0.208
H3 0.228 -2.444 0.210
H4 -1.954 -1.550 -0.408
H5 -1.308 -0.869 -1.879
H6 -1.932 1.041 -0.560
H7 -0.457 -0.241 1.820
H8 -1.431 1.303 1.846
H9 -0.010 2.297 0.058
H10 2.108 1.350 1.079
H11 2.086 1.479 -0.694
H12 2.080 -0.063 0.096

Summary:
LUMO energy = 1.2 eV
HOMO-LUMO gap = 11.0458 eV
SMILES = CC[C@H]1C[C@H]1C

***

(4)
DFT (wB97M-V/def2-TZVPD) results for C4H12O12V3 as an isolated structure.

Cartesian coordinates (Å):
O1 -25.413 -13.587 -19.401
V1 -25.766 -13.503 -20.918
O2 -27.300 -14.024 -21.060
O3 -20.926 -12.778 -23.510
V2 -22.102 -13.803 -23.050
O4 -21.698 -14.454 -21.598
O5 -25.389 -13.671 -26.380
V3 -24.951 -14.391 -25.001
O6 -26.129 -15.399 -24.763
C1 -24.488 -12.502 -23.082
O7 -23.859 -12.630 -24.132
O8 -25.599 -12.994 -23.058
O9 -23.877 -12.712 -22.024
O10 -22.109 -10.780 -21.007
H1 -22.743 -11.488 -21.118
H2 -22.613 -10.065 -20.620
O11 -22.101 -11.698 -26.661
H3 -22.254 -10.759 -26.772
H4 -22.062 -11.824 -25.713
C2 -26.414 -9.664 -24.641
C3 -25.965 -10.265 -26.041
C4 -27.157 -10.801 -26.848
O12 -25.313 -9.295 -26.794
H5 -27.181 -8.918 -24.849
H6 -25.585 -9.223 -24.088
H7 -26.955 -10.392 -24.036
H8 -25.230 -11.065 -25.957
H9 -26.941 -10.956 -27.905
H10 -28.044 -10.197 -26.660
H11 -27.440 -11.796 -26.507
H12 -25.916 -8.910 -27.435

Summary:
LUMO energy = -8.3 eV
HOMO-LUMO gap = 4.3587 eV
charge = +1

***

(5)
DFT (wB97M-V/def2-TZVPD) results for one molecule with the formula CH2O2S2.

Cartesian coordinates (Å):
O1 0.611 2.192 0.445
S1 0.702 1.092 -0.487
S2 0.917 -0.895 0.575
O2 1.078 -2.021 -0.385
C1 -0.591 -0.105 -0.053
H1 -1.555 0.346 0.680
H2 -1.162 -0.609 -0.775

Summary:
LUMO energy = -0.5 eV
HOMO-LUMO gap = 8.8252 eV
SMILES = O=S1#S(=O)C1

***

(6)
DFT (wB97M-V/def2-TZVPD) results for C2H2Li3O2 as an isolated structure.

Cartesian coordinates (Å):
O1 1.454 1.184 1.222
C1 0.332 0.978 0.514
C2 -0.813 0.444 1.035
Li1 2.586 1.438 2.495
Li2 1.235 -0.836 1.538
H1 0.455 0.924 -0.583
H2 -0.895 0.492 2.141
Li3 -1.972 -1.393 -0.941
O2 -1.534 -0.509 0.466

Summary:
LUMO energy (spin up / spin down) = -1.0 / -1.1 eV
HOMO-LUMO gap (spin up / spin down) = 2.6405 / 5.1991 eV
⟨S²⟩ = 0.75
2S+1 = 2

***

(7)
DFT (wB97M-V/def2-TZVPD) results for a 2-piece molecular cluster, C3H7BO overall.

Cartesian coordinates (Å):
C1 2.676 0.724 -1.649
B1 1.772 0.121 -0.776
O1 1.076 -0.572 -0.030
H1 2.504 1.247 -2.586
H2 3.662 1.144 -1.604
H3 1.075 -1.479 0.241
C2 -2.663 -0.532 1.144
C3 -1.609 0.240 0.859
H4 -3.593 -0.155 1.543
H5 -2.483 -1.566 1.056
H6 -1.725 1.241 1.150
H7 -0.692 -0.412 0.653

Summary:
LUMO energy = 0.1 eV
HOMO-LUMO gap = 8.1694 eV
SMILES = C=BO.C=C

***

(8)
DFT (wB97M-V/def2-TZVPD) results for one molecule with the formula C5H9NO.

Cartesian coordinates (Å):
C1 -1.268 -0.007 -1.357
C2 -0.947 0.039 0.142
C3 -0.532 1.454 0.589
O1 -0.972 2.567 0.426
N1 0.607 0.981 1.178
C4 0.406 -0.421 0.800
C5 1.531 -1.039 -0.012
H1 -0.688 0.740 -1.915
H2 -2.328 0.258 -1.457
H3 -1.108 -1.004 -1.781
H4 -1.795 -0.354 0.716
H5 1.387 1.462 1.603
H6 0.214 -1.052 1.679
H7 1.735 -0.495 -0.940
H8 1.308 -2.083 -0.256
H9 2.451 -1.045 0.585

Summary:
LUMO energy = 0.9 eV
HOMO-LUMO gap = 10.5602 eV
SMILES = C[C@@H]1C(=O)N[C@@H]1C

***

(9)
DFT (wB97M-V/def2-TZVPD) results for a 8-piece molecular cluster, H15O11S overall.

Cartesian coordinates (Å):
O1 -0.641 -0.029 0.484
H1 -0.487 -1.050 0.394
H2 -0.022 0.257 -0.296
H3 -0.474 0.469 1.130
S1 1.604 1.500 -1.914
O2 2.808 2.229 -1.680
O3 0.440 2.395 -1.828
O4 1.743 0.832 -3.187
O5 1.570 0.534 -0.883
O6 -0.468 -2.855 1.421
H4 -0.427 -3.413 0.757
H5 0.447 -2.948 1.845
O7 -2.024 1.469 -2.049
H6 -1.099 1.920 -2.016
H7 -2.572 1.747 -2.857
O8 -3.511 -0.110 1.093
H8 -3.320 -0.735 1.943
H9 -3.741 -0.589 0.240
O9 2.465 -0.143 1.288
H10 3.001 0.584 1.620
H11 2.131 0.059 0.271
O10 0.057 1.107 2.750
H12 0.771 1.592 3.016
H13 -0.586 0.932 3.376
O11 0.663 -1.964 -1.347
H14 0.526 -2.641 -2.120
H15 1.145 -1.150 -1.451

Summary:
LUMO energy = 2.2 eV
HOMO-LUMO gap = 6.2363 eV
charge = -1

***

no.,calculated total energy (eV),molecular weight (Da),F_max (eV Å⁻¹)
1,-15613.702,93.2,1.81
2,-8391.167,102.2,2.37
3,-6415.018,84.2,0.84
4,-105962.602,405.0,6.99
5,-26831.801,110.2,5.01
6,-6815.072,78.9,2.42
7,-5945.423,69.9,5.84
8,-8868.396,99.1,0.48
9,-33599.717,223.2,14.53